{
  "formula": "C17H28N2O5",
  "method": "ωB97M-V/def2-TZVPD",
  "orbital_gap_ev": 8.7,
  "total_charge": 0,
  "de_lowest_kj_mol": 391.8,
  "lumo_energy_ev": -0.4,
  "elements": ["C", "C", "C", "C", "C", "C", "C", "C", "C", "C", "O", "O", "C", "O", "H", "H", "H", "H", "H", "H", "H", "H", "H", "H", "H", "H", "H", "H", "C", "N", "C", "C", "O", "H", "H", "H", "H", "H", "H", "H", "C", "N", "C", "C", "O", "H", "H", "H", "H", "H", "H", "H"],
  "positions_angstrom": [[1.86646, -1.87136, 4.63053], [1.65088, -2.95107, 3.87047], [1.17273, -2.95248, 2.47263], [1.79268, -2.55066, 1.35812], [3.16394, -1.93618, 1.13555], [4.28441, -3.02842, 0.97481], [3.58791, -0.84352, 2.14441], [2.52981, 0.26602, 2.34915], [2.74350, 1.49192, 1.41761], [0.90561, -2.80736, 0.15671], [1.05784, -2.48780, -0.94550], [-0.18869, -3.55135, 0.59331], [-0.17695, -3.46070, 1.95603], [-1.06969, -3.68669, 2.66973], [1.15049, -1.05272, 4.73008], [2.82272, -1.75610, 5.15281], [1.79510, -3.93894, 4.32768], [3.11518, -1.43740, 0.15352], [5.13150, -2.75232, 1.61404], [4.65223, -3.00303, -0.06086], [3.91122, -4.04407, 1.14625], [3.95153, -1.28873, 3.07802], [4.46753, -0.34541, 1.69804], [1.49245, -0.07036, 2.21597], [2.63542, 0.63310, 3.38285], [2.52603, 1.23026, 0.37264], [2.02510, 2.27955, 1.72148], [3.78333, 1.82944, 1.52568], [-2.82455, 3.41801, -1.03061], [-1.58581, 3.89877, -0.44436], [-0.80671, 3.29344, 0.48616], [-1.25184, 1.94648, 1.00232], [0.21763, 3.83134, 0.88253], [-2.69053, 3.34362, -2.11096], [-3.61348, 4.14408, -0.81831], [-3.11078, 2.44861, -0.63430], [-1.22972, 4.79270, -0.74515], [-0.53100, 1.59223, 1.73527], [-2.22651, 2.02763, 1.48575], [-1.30037, 1.22414, 0.18570], [-5.31598, 0.33742, -4.42878], [-4.34323, 1.36893, -4.12018], [-3.02655, 1.41458, -4.45896], [-2.46779, 0.26480, -5.25818], [-2.33574, 2.36329, -4.11791], [-6.13332, 0.78094, -5.00015], [-5.71741, -0.06178, -3.49572], [-4.87616, -0.47111, -5.00312], [-4.64819, 2.16908, -3.58799], [-1.41348, 0.44557, -5.44833], [-2.56473, -0.66803, -4.70077], [-2.98401, 0.18165, -6.21573]],
  "atomic_forces_ev_per_a": [[0.083, 0.525, 0.217], [-0.451, -0.581, -0.253], [-1.706, -0.150, -1.118], [1.199, 0.631, 0.140], [0.159, -0.004, -0.440], [-0.330, 0.545, -0.489], [-0.177, 0.170, -0.557], [0.507, 0.647, 0.065], [-0.511, -0.461, 0.578], [0.305, -1.025, 3.069], [0.272, 0.684, -2.666], [-0.250, 0.524, -0.139], [2.437, 0.425, 0.870], [-2.456, -0.902, 0.849], [0.758, 0.485, -1.221], [-0.923, -0.722, 1.240], [1.326, 0.131, -0.708], [-0.247, -0.097, 0.310], [-0.226, -0.448, 0.036], [-0.060, -0.083, 0.287], [0.251, 0.232, 0.300], [-0.331, 0.038, -0.141], [-0.164, -0.273, 0.160], [0.309, -0.218, 0.199], [-0.243, -0.127, -0.246], [0.217, 0.123, 0.184], [0.591, -0.207, -0.353], [-0.347, 0.160, -0.197], [0.210, 0.562, -0.242], [0.008, -0.307, 0.298], [0.205, 0.266, -0.029], [0.044, -0.061, 0.038], [-0.046, -0.093, 0.065], [-0.181, -0.167, 0.042], [-0.156, -0.171, 0.001], [0.082, 0.025, 0.048], [-0.015, -0.044, -0.049], [0.036, 0.113, -0.035], [-0.040, -0.111, -0.094], [-0.142, -0.016, 0.038], [-0.119, 0.435, 0.278], [0.245, -0.162, -0.133], [0.067, 0.228, 0.099], [0.064, -0.005, -0.015], [-0.006, -0.079, -0.094], [-0.056, -0.199, -0.059], [-0.071, -0.173, -0.114], [0.057, 0.054, 0.018], [-0.035, -0.027, -0.035], [-0.045, 0.094, 0.070], [-0.068, -0.047, -0.118], [-0.031, -0.137, 0.045]],
  "nbo_charge": [-0.33, -0.24, -0.11, -0.04, -0.27, -0.60, -0.39, -0.41, -0.61, 0.77, -0.50, -0.50, 0.77, -0.51, 0.21, 0.21, 0.23, 0.23, 0.22, 0.22, 0.21, 0.20, 0.21, 0.20, 0.20, 0.20, 0.24, 0.20, -0.43, -0.61, 0.68, -0.72, -0.64, 0.24, 0.19, 0.20, 0.40, 0.24, 0.23, 0.23, -0.41, -0.62, 0.68, -0.72, -0.64, 0.20, 0.20, 0.21, 0.40, 0.25, 0.23, 0.23]
}

---

{
  "formula": "C17H28N4O4ReS6SbSe",
  "method": "ωB97M-V/def2-TZVPD",
  "orbital_gap_ev": [6.0, 6.2],
  "total_charge": 2,
  "de_lowest_kj_mol": 149.3,
  "lumo_energy_ev": [-8.3, -8.1],
  "elements": ["Re", "O", "S", "O", "O", "O", "S", "Sb", "S", "S", "S", "C", "N", "C", "N", "S", "H", "H", "H", "H", "H", "H", "C", "C", "C", "C", "N", "C", "Se", "N", "C", "C", "C", "C", "C", "C", "C", "C", "C", "C", "H", "H", "H", "H", "H", "H", "H", "H", "H", "H", "H", "H", "H", "H", "H", "H", "H", "H", "H", "H", "H", "H"],
  "positions_angstrom": [[-0.13624, -2.00818, -1.37781], [-3.90530, -2.40287, -0.87623], [-2.52879, -2.25136, -1.09754], [-1.72118, -1.35834, -0.14519], [-1.63237, -3.48206, -1.07289], [-2.04679, -1.66336, -2.41164], [4.81869, -1.33507, -2.66847], [2.78015, -2.16492, -2.88976], [0.78772, -0.75827, -2.94056], [1.60353, -3.47413, -1.21554], [1.95608, -3.74757, -4.67234], [-3.29736, -3.15666, -5.92940], [-2.23629, -3.53625, -4.98774], [-0.95156, -3.40016, -5.23652], [-0.46520, -2.90452, -6.34511], [0.07449, -3.99415, -3.94726], [-4.25396, -3.44489, -5.50700], [-3.17233, -3.68394, -6.87517], [-3.29794, -2.07835, -6.08981], [-2.51200, -3.87048, -4.07558], [-1.07252, -2.59135, -7.08844], [0.53532, -2.82675, -6.47814], [1.59102, 0.12039, 4.36737], [0.63273, -1.04730, 4.60933], [-0.84205, -0.74130, 4.34008], [-1.27664, -0.79098, 2.87865], [-0.83012, 0.35276, 2.05613], [0.08917, 0.34172, 1.08544], [1.12054, -1.19695, 0.59016], [0.18899, 1.55903, 0.54695], [1.07958, 1.98419, -0.54297], [2.20767, 2.90290, -0.08223], [3.16823, 2.25243, 0.90936], [4.37364, 3.14158, 1.21129], [-0.69490, 2.40438, 1.20354], [-0.99401, 3.75205, 1.02252], [-1.95860, 4.28676, 1.84785], [-2.61465, 3.50947, 2.81780], [-2.32556, 2.17314, 2.99012], [-1.34426, 1.63634, 2.16367], [2.55957, -0.06206, 4.83352], [1.19252, 1.04984, 4.78209], [1.77483, 0.28018, 3.30620], [0.72060, -1.36379, 5.64875], [0.93765, -1.91850, 4.01845], [-1.11863, 0.22200, 4.77869], [-1.45343, -1.48361, 4.85675], [-2.36374, -0.79674, 2.80535], [-0.92410, -1.70271, 2.39574], [0.45641, 2.47511, -1.29154], [1.50390, 1.08471, -0.99025], [1.80349, 3.82891, 0.33517], [2.75185, 3.19398, -0.98601], [3.50004, 1.28588, 0.51218], [2.63605, 2.04759, 1.84196], [4.96916, 3.31931, 0.31376], [5.02521, 2.68587, 1.95689], [4.05538, 4.11094, 1.59898], [-0.49770, 4.35525, 0.27406], [-2.22266, 5.33050, 1.74711], [-3.36700, 3.97311, 3.44055], [-2.83636, 1.57726, 3.73464]],
  "atomic_forces_ev_per_a": [[-0.956, -0.491, 1.492], [0.078, -0.002, 0.019], [-0.383, 0.260, -0.118], [0.013, 0.258, 0.087], [0.602, -0.389, 0.029], [0.252, 0.263, -0.363], [-0.608, -0.350, -0.262], [0.754, 0.308, 0.208], [0.153, 0.116, -0.382], [0.202, 0.096, -0.263], [0.254, 0.003, 0.067], [0.083, 0.019, 0.027], [0.011, 0.165, -0.428], [-0.398, -0.019, 0.283], [-0.157, 0.208, -0.364], [0.158, -0.446, 0.111], [0.018, -0.013, 0.048], [0.031, -0.010, 0.005], [0.012, 0.004, -0.002], [0.050, -0.027, 0.010], [0.021, 0.023, -0.009], [-0.075, -0.056, 0.047], [-0.087, -0.077, 0.056], [0.049, 0.053, 0.032], [0.045, 0.013, -0.037], [-0.104, 0.045, -0.018], [0.186, -0.327, 0.267], [-0.356, -0.224, 0.170], [-0.073, 0.294, -0.321], [0.260, 0.160, -0.245], [0.145, 0.102, 0.057], [0.054, -0.028, -0.044], [-0.026, 0.111, -0.001], [-0.031, -0.061, -0.020], [-0.062, -0.019, 0.035], [0.046, 0.132, -0.088], [0.028, 0.007, -0.045], [-0.003, -0.087, 0.015], [-0.122, 0.013, 0.160], [0.122, -0.061, -0.126], [-0.036, -0.011, -0.031], [0.026, -0.039, 0.004], [0.032, 0.097, -0.169], [-0.013, 0.051, 0.036], [-0.008, 0.019, 0.002], [0.060, -0.004, -0.011], [-0.035, -0.036, -0.060], [-0.043, 0.016, -0.014], [0.032, 0.093, 0.010], [-0.040, -0.022, 0.003], [-0.064, 0.010, 0.062], [-0.004, -0.048, 0.022], [-0.006, -0.012, 0.021], [0.031, 0.018, 0.002], [-0.031, -0.064, 0.064], [-0.040, -0.005, 0.013], [-0.034, -0.004, -0.028], [-0.005, -0.019, -0.010], [-0.025, -0.018, 0.025], [0.011, -0.007, -0.004], [0.001, -0.007, 0.000], [0.007, 0.023, -0.028]],
  "nbo_charge": [0.73, -0.82, 2.50, -0.88, -0.88, -0.91, -0.44, 1.26, -0.17, -0.23, -0.21, -0.44, -0.51, 0.36, -0.73, 0.27, 0.26, 0.23, 0.23, 0.44, 0.44, 0.45, -0.61, -0.41, -0.41, -0.21, -0.31, 0.27, 0.35, -0.34, -0.21, -0.41, -0.40, -0.60, 0.17, -0.23, -0.17, -0.17, -0.21, 0.11, 0.24, 0.21, 0.17, 0.23, 0.20, 0.21, 0.24, 0.23, 0.23, 0.23, 0.22, 0.22, 0.23, 0.20, 0.20, 0.21, 0.23, 0.21, 0.24, 0.24, 0.24, 0.24]
}